# 1
51
Properties=species:S:1:pos:R:3:forces:R:3:nbo_charge:R:1 method="wB97M-V/def2-TZVPD" largest_force_ev_per_a=5.38 charge=-1 e_homo_ha=-0.1255 e_tot_ev=-40192.59736 homo_lumo_gap_ev=6.437 e_above_lowest_kcal_mol=65.59
C -4.34601 0.66226 -3.40780 -0.0498 0.1095 0.0310 -0.625
C -3.33328 -0.36604 -2.96506 0.6941 0.1206 0.7924 -0.069
O -2.19128 0.32883 -2.35019 -0.2175 -0.2122 -0.8078 -0.521
C -1.24624 -0.46661 -1.79627 -1.1423 -0.1182 -0.2096 0.787
C -0.01139 0.31738 -1.22356 -2.1115 -4.5675 -1.9117 0.060
F -0.05455 1.56172 -1.92366 0.1659 0.1927 0.6534 -0.371
C 1.09747 -0.57119 -1.86797 2.6447 -0.1642 1.5020 0.820
O 1.30488 -1.71810 -1.54497 -0.4114 0.7880 -0.5785 -0.586
O 1.91720 0.12511 -2.69812 -0.3023 0.2660 -0.3311 -0.527
C 3.21992 -0.43601 -3.09891 -1.4396 -0.0650 0.5618 -0.059
C 4.15889 0.68559 -3.48390 -0.1685 -0.0304 0.1204 -0.624
O -1.38822 -1.65680 -1.67105 -0.0916 0.4830 -0.1599 -0.595
H -5.21367 0.14936 -3.83161 0.0486 -0.0353 0.0154 0.204
H -4.69846 1.25654 -2.55945 0.1501 -0.0109 -0.1199 0.221
H -3.94649 1.32362 -4.18256 0.0271 -0.0298 0.1893 0.208
H -3.73183 -1.02268 -2.18822 -0.0892 -0.0762 -0.2402 0.197
H -2.98070 -0.97360 -3.80890 0.0489 0.1050 0.2767 0.180
H 3.59076 -1.00036 -2.24023 0.0096 -0.0586 -0.1951 0.209
H 3.00905 -1.09619 -3.94756 0.2417 -0.0723 0.1969 0.172
H 5.10384 0.22456 -3.77452 0.0906 0.0320 -0.0358 0.201
H 3.78810 1.26125 -4.33731 -0.0295 -0.0329 0.1875 0.205
H 4.34943 1.34682 -2.63366 -0.1378 -0.0621 -0.1456 0.229
C 1.88728 -2.34993 2.87742 -0.2808 -0.4285 -0.1043 -0.675
C 2.44860 -0.96439 3.13201 0.0534 0.5673 -0.1834 0.529
C 3.63735 -1.10274 4.06818 -0.0087 0.2372 0.0092 -0.622
O 2.97011 -0.36415 1.90825 0.1987 -0.4807 1.5842 -0.523
C 2.03160 0.00766 1.03183 -1.7186 0.2541 -1.0980 0.756
O 2.42315 0.54568 -0.04031 -0.6374 -0.8964 1.6718 -0.710
C 0.59960 -0.17251 1.41204 3.9132 0.2276 1.7613 -0.518
C -0.26329 0.24578 0.33541 1.0061 3.3070 -2.7310 -0.158
C -1.63705 0.65954 0.72765 -0.4814 0.7618 1.1474 -0.080
C -2.27136 -0.04439 1.79052 0.0931 -0.2468 -0.3256 -0.157
C -3.50830 0.35025 2.30346 -0.0086 0.1710 -0.1786 -0.227
C -4.09135 1.55265 1.85998 0.3594 -0.3935 -0.2088 -0.237
C -3.41762 2.32837 0.89991 -0.3237 -0.3472 0.0410 -0.249
C -2.22757 1.86736 0.31293 -0.1323 0.2375 0.5196 -0.137
C 0.47593 0.34370 2.85939 -0.7373 0.7952 -2.1826 0.766
O -0.35200 1.15493 3.27130 1.1255 -1.3612 0.0140 -0.647
O 1.47868 -0.07473 3.73268 0.3498 -0.5796 -1.0604 -0.538
H 1.04145 -2.33746 2.18066 0.3843 -0.0586 0.2467 0.268
H 2.69888 -2.96941 2.47635 -0.2379 0.0505 0.0276 0.210
H 1.56859 -2.76899 3.84035 0.0517 0.0510 -0.1866 0.205
H 4.10373 -0.14573 4.30826 -0.1417 0.0032 -0.1402 0.223
H 3.32601 -1.58398 4.99586 -0.0699 0.0482 -0.0332 0.210
H 4.37016 -1.74764 3.57900 -0.0016 0.1111 0.0450 0.214
H 0.60848 1.07281 -0.24758 -0.9680 1.2940 2.8743 0.344
H -1.74271 -0.88002 2.29169 -0.4722 0.4748 -0.7298 0.221
H -3.98954 -0.27589 3.08480 0.3690 0.6363 -0.5769 0.202
H -5.05404 1.86768 2.27048 0.3483 0.0430 -0.1081 0.197
H -3.83895 3.31003 0.62173 0.3300 -0.6045 0.0554 0.199
H -1.67323 2.54009 -0.34873 -0.2931 -0.4351 0.0585 0.216

=====

# 2
15
Properties=species:S:1:pos:R:3:forces:R:3:nbo_charge:R:1 method="wB97M-V/def2-TZVPD" largest_force_ev_per_a=9.44 charge=+1 e_homo_ha=-0.5217 e_tot_ev=-7828.40457 homo_lumo_gap_ev=9.382 e_above_lowest_kcal_mol=167.97
C 1.86478 0.64712 0.47202 0.5463 -0.8957 -0.1026 -0.222
C 1.33992 -0.55681 0.80454 1.6349 -0.8947 0.9906 0.002
C -1.01379 1.24156 -0.02344 -1.0084 2.9879 -0.2152 -0.119
C -1.10372 -0.98012 -0.11758 0.0360 0.3662 -0.0541 -0.236
C -1.93474 0.29288 0.24623 9.0660 -0.9446 -2.4416 -0.242
C 0.99222 0.89872 -0.62335 -6.9466 -2.3389 2.8717 0.068
N 0.42070 -0.65388 -0.30950 -1.7097 0.8787 -1.6851 -0.411
H 2.77768 1.20968 0.54806 0.1108 -0.0132 1.2018 0.272
H 1.56109 -1.41963 1.51928 -0.5228 1.6145 -0.9966 0.268
H -1.33128 2.31726 -0.03911 0.9868 -0.8763 0.1087 0.224
H 1.16229 1.29230 -1.56516 0.2281 0.4186 -1.8683 0.240
H -1.00296 -1.82668 0.50947 -0.5257 -0.6591 1.4030 0.225
H -1.52355 -1.40329 -1.02733 0.4732 0.1714 -0.4855 0.231
H -2.83658 0.23740 0.66887 -3.4691 0.2991 1.3179 0.255
H 0.62796 -1.29651 -1.06299 1.1002 -0.1141 -0.0446 0.445

=====

# 3
60
Properties=species:S:1:pos:R:3:forces:R:3:mulliken_spin:R:1 method="wB97M-V/def2-TZVPD" largest_force_ev_per_a=0.74 multiplicity=2 charge=+1 e_homo_ha="-0.4121 / -0.4121" e_tot_ev=-153294.69508 homo_lumo_gap_ev="7.749 / 7.616" e_above_lowest_kcal_mol=0.00
Cr 0.36978 0.74383 -0.24068 -0.0959 -0.0137 0.0154 1.032
N 0.24272 0.44371 3.93528 0.0119 -0.0069 -0.0178 0.001
C 0.12941 -0.16666 2.75532 0.0109 -0.0076 -0.0294 0.006
N 0.46573 0.69532 1.81811 -0.0598 0.0007 0.0152 -0.017
C 0.75225 1.83609 2.49655 -0.0145 -0.0634 0.0855 -0.009
N 0.63337 1.72682 3.79341 0.0137 0.0374 -0.0074 0.000
C 1.07673 3.00225 1.69072 -0.0053 0.0341 -0.0229 0.015
C 1.51309 4.22920 2.16927 -0.0067 -0.0251 0.0034 0.001
N 1.78583 5.23085 1.34578 0.0046 0.0144 0.0064 0.002
C 1.62753 5.00647 0.04681 -0.0011 -0.0096 -0.0210 0.000
C 1.18818 3.78454 -0.44224 -0.0034 0.0100 0.0018 0.006
N 0.90565 2.78502 0.38390 0.0295 0.1077 0.0009 -0.023
H 0.06367 0.07125 4.85454 0.0008 0.0052 -0.0056 0.000
H -0.19320 -1.18245 2.60307 -0.0111 -0.0102 -0.0071 0.001
H 1.63908 4.39095 3.23229 0.0007 -0.0002 0.0040 0.000
H 1.85284 5.82021 -0.63026 -0.0006 0.0050 -0.0023 0.000
H 1.05942 3.60866 -1.50178 0.0042 0.0017 -0.0066 0.001
O 2.40213 1.01059 -0.53856 0.0567 0.0733 -0.0748 -0.004
C 3.35822 0.22024 -0.47844 -0.0106 -0.0843 0.0270 -0.001
C 3.25171 -1.18549 -0.30316 -0.0271 0.0209 -0.0115 0.006
C 4.41911 -1.96840 -0.24630 -0.0090 -0.0209 0.0177 -0.002
C 4.30041 -3.31764 -0.09801 0.0083 0.0558 0.1897 0.004
C 3.04548 -3.94128 -0.00484 -0.0180 0.0076 0.0195 -0.002
C 1.89996 -3.19498 -0.05688 0.0188 0.0073 -0.0099 0.003
C 1.96991 -1.78938 -0.20589 0.0709 0.0444 -0.0130 -0.008
O 0.87144 -1.10613 -0.24987 0.0145 -0.1636 0.0322 0.021
N 5.51630 -4.14078 -0.03644 -0.0391 -0.0516 -0.7355 0.000
O 6.57976 -3.57132 -0.16621 0.0505 0.0366 0.2592 0.001
O 5.36757 -5.34071 0.04621 0.0124 -0.0218 0.2649 0.000
H 4.36429 0.64537 -0.57897 -0.0005 -0.0081 0.0051 0.000
H 5.39967 -1.51616 -0.31943 0.0004 -0.0025 0.0039 0.000
H 3.00884 -5.01589 0.10706 -0.0026 0.0027 0.0007 0.000
H 0.92124 -3.65110 0.00706 -0.0104 -0.0071 -0.0076 0.001
N 0.43271 0.41328 -2.37979 0.0421 0.0895 0.0321 -0.017
N -0.36174 1.28164 -3.15784 -0.0211 -0.0525 0.0127 0.004
C -1.36336 1.90372 -2.47247 0.0258 -0.0125 0.1534 -0.003
N -2.37303 2.38517 -3.17112 -0.0383 -0.0014 0.0486 0.000
N -1.13475 2.01186 -1.16013 0.0739 -0.0316 -0.0791 -0.013
N -2.07565 2.60318 -0.33384 0.0560 0.1094 -0.0286 -0.001
O -1.81146 2.56549 0.84260 0.0435 -0.0222 0.0383 0.004
O -3.07357 3.13133 -0.79819 -0.0368 -0.0552 -0.1566 0.000
H 1.36849 0.39682 -2.76939 0.0003 0.0105 0.0335 0.002
H -0.01776 -0.50885 -2.36653 -0.0583 -0.0359 -0.0227 0.001
H -0.63397 0.89868 -4.05419 -0.0016 0.0090 0.0048 -0.001
H -2.45732 2.17142 -4.15044 -0.0343 0.0161 0.0078 0.000
H -3.11439 2.86224 -2.67930 0.0002 0.0180 0.0148 0.000
Br -2.20648 -3.95011 -1.08973 -0.0089 -0.0116 0.0156 0.000
C -3.48174 -2.84833 -0.21631 0.0088 -0.0073 -0.0255 0.000
C -4.61337 -3.45099 0.30958 0.0097 0.0007 -0.0104 0.000
C -5.54685 -2.67839 0.98251 -0.0023 0.0091 0.0066 0.000
C -5.33808 -1.31666 1.14864 -0.0057 -0.0074 -0.0054 0.000
C -4.19288 -0.72941 0.63783 -0.0003 -0.0077 0.0015 0.000
C -3.26050 -1.48591 -0.06710 0.0436 -0.0639 0.0268 0.000
C -2.05832 -0.79730 -0.64319 -0.0973 0.2004 0.0187 0.003
O -1.83570 -0.83106 -1.85552 0.0084 -0.0642 -0.0782 0.003
O -1.36717 -0.14312 0.22214 -0.0061 -0.0504 0.0080 -0.012
H -4.75815 -4.51559 0.19204 -0.0021 -0.0031 -0.0014 0.000
H -6.43521 -3.14685 1.38406 -0.0044 -0.0020 -0.0004 0.000
H -6.06367 -0.71482 1.67843 -0.0033 0.0022 0.0054 0.000
H -4.01414 0.32959 0.77979 0.0160 -0.0043 -0.0004 0.000

=====

# 4
44
Properties=species:S:1:pos:R:3:forces:R:3:nbo_charge:R:1 method="wB97M-V/def2-TZVPD" largest_force_ev_per_a=0.57 charge=-1 e_homo_ha=-0.1700 e_tot_ev=-28790.13028 homo_lumo_gap_ev=7.937
C 2.70215 1.29007 -1.32279 -0.2827 0.2516 -0.1591 -0.399
C 1.65838 0.74810 -1.01882 0.2817 -0.1433 0.0476 -0.287
P -0.00367 -0.08301 -0.42248 0.0072 0.3223 -0.1013 1.212
C -1.67897 -0.83266 0.24169 -0.0562 -0.2644 0.3743 -0.818
C -1.77871 -0.95962 1.72723 0.0604 0.0909 -0.0564 0.367
C -1.97018 0.30783 2.53450 0.0915 -0.2946 -0.0415 -0.679
N -1.73456 -2.05370 2.38204 -0.0591 -0.0502 0.0037 -0.700
O 0.85022 -0.45907 1.06114 -0.2911 0.0313 -0.0326 -0.821
C 1.67384 -1.56908 1.03200 0.3081 -0.1108 0.1760 -0.062
C 2.58239 -1.62367 2.25280 0.1588 -0.0658 -0.2830 0.079
C 3.60800 -2.74168 2.05776 -0.3990 -0.0971 -0.1360 -0.631
O 1.79297 -1.85717 3.41256 -0.1235 -0.0354 0.0694 -0.709
C -0.83127 0.39822 -2.09011 -0.1315 0.0256 -0.0288 -0.517
C -1.49361 -0.80662 -2.78956 0.1604 0.0626 0.0039 -0.611
C -1.75098 1.62649 -1.94677 -0.0048 0.0029 -0.4521 -0.407
C -1.12612 2.95521 -2.43502 -0.1229 0.2241 0.4165 -0.389
C -0.76129 3.90767 -1.27845 0.1256 -0.4240 -0.3623 -0.609
H 3.51328 1.89613 -1.65506 0.0812 -0.1734 0.0805 0.205
H -0.34935 1.17956 0.17805 0.0904 -0.0938 0.0561 -0.149
H 0.40667 -1.34188 -1.00050 0.0315 -0.0149 0.0271 -0.155
H -2.47604 -0.16968 -0.10857 -0.0231 -0.0060 -0.0308 0.208
H -1.85564 -1.83246 -0.16686 0.0708 0.0758 -0.1717 0.199
H -1.88435 1.20209 1.92053 0.0051 0.0181 0.0334 0.210
H -1.21642 0.31978 3.32115 -0.0103 0.1052 -0.0085 0.237
H -2.95522 0.26177 3.00370 -0.0148 0.1274 0.0088 0.208
H -1.60200 -2.83466 1.73765 -0.0227 0.0268 -0.0153 0.312
H 1.11831 -2.52202 0.99779 -0.0866 0.0632 0.0124 0.155
H 2.34471 -1.54863 0.15467 -0.1016 0.0264 -0.0443 0.171
H 3.08614 -0.65125 2.32019 -0.0095 -0.0062 0.1407 0.157
H 3.09033 -3.62108 1.66060 0.0594 -0.0343 0.0740 0.204
H 4.07041 -3.03587 3.00313 0.1516 0.1209 -0.0215 0.188
H 4.37332 -2.46009 1.33459 0.0746 0.0550 0.0972 0.211
H 2.34862 -2.24269 4.09596 0.0381 0.0879 -0.0468 0.451
H -0.00251 0.70417 -2.72893 0.0840 -0.0169 0.0836 0.214
H -1.41274 -1.72137 -2.19817 -0.0312 0.0115 -0.0111 0.206
H -2.55022 -0.63043 -3.00644 -0.0352 -0.0445 0.0705 0.187
H -0.99785 -1.01959 -3.74056 -0.0713 0.0057 -0.0269 0.193
H -2.05664 1.75727 -0.90326 -0.0377 -0.0213 0.0319 0.200
H -2.66990 1.45162 -2.51777 -0.0171 -0.0229 0.0610 0.185
H -1.82881 3.47342 -3.09548 0.0406 -0.0242 -0.0582 0.178
H -0.23389 2.74962 -3.02686 0.0298 -0.0616 0.0110 0.199
H -1.64443 4.44860 -0.93613 0.0236 0.0342 0.1031 0.186
H -0.35997 3.32126 -0.45064 0.0497 0.1076 0.0440 0.225
H 0.00561 4.61910 -1.59049 -0.0923 0.1284 0.0612 0.194